41
Properties=species:S:1:pos:R:3:forces:R:3:mulliken_charge:R:1 method="wB97M-V/def2-TZVPD" de_lowest_kcal_mol=6.21 total_charge=0 homo_lumo_gap_ha=0.3139 smiles="C[C@@H]1CN(C(=O)/C=C/c2ccc(SC(F)F)cc2)C[C@@H](C)O1"
C -0.011 -2.765 -1.058 0.1 -0.3 0.4 -1.539
C -0.160 -3.382 0.328 -0.3 0.0 -0.3 0.567
C -0.891 -2.422 1.300 0.0 -0.2 -0.2 -1.081
N 0.086 -1.706 2.079 0.0 -0.1 0.2 0.137
C 0.659 -0.508 1.759 0.1 0.0 0.2 0.686
O 1.671 -0.119 2.317 0.2 0.1 -0.1 -0.689
C -0.036 0.331 0.758 0.1 0.5 -0.3 -0.842
C 0.645 1.292 0.124 0.0 -0.6 0.5 -0.251
C 0.134 2.224 -0.863 -0.2 0.4 -0.4 1.127
C 0.974 3.242 -1.323 -0.1 -0.2 0.1 -0.580
C 0.547 4.158 -2.263 0.0 0.0 0.0 -0.461
C -0.750 4.075 -2.745 -0.1 0.4 -0.3 0.004
S -1.361 5.232 -3.963 0.1 0.2 0.2 -0.146
C -1.037 6.810 -3.107 -0.5 -0.3 -0.6 0.296
F 0.273 7.119 -3.067 0.5 0.1 0.0 -0.225
F -1.462 6.776 -1.833 -0.2 0.0 0.4 -0.221
C -1.603 3.068 -2.314 0.0 0.0 0.0 -0.728
C -1.160 2.149 -1.386 0.2 -0.1 0.1 -0.580
C 0.806 -2.598 2.965 0.3 0.1 0.1 -1.193
C 1.290 -3.849 2.182 0.1 -0.3 0.3 0.513
C 0.610 -5.130 2.673 0.2 0.3 -0.3 -1.480
O 1.151 -3.651 0.789 0.0 0.1 -0.2 -0.490
H 0.490 -1.803 -0.981 0.0 0.1 0.0 0.306
H -0.986 -2.632 -1.521 -0.1 0.0 -0.1 0.392
H 0.593 -3.419 -1.680 0.0 0.0 -0.1 0.399
H -0.729 -4.324 0.249 0.1 0.1 0.0 0.365
H -1.533 -1.750 0.736 0.0 -0.1 0.0 0.389
H -1.519 -2.985 2.000 0.0 0.1 -0.1 0.342
H -1.091 0.181 0.597 -0.1 0.0 -0.1 0.530
H 1.694 1.394 0.372 0.1 0.0 0.1 0.363
H 1.980 3.311 -0.937 0.1 0.0 0.1 0.377
H 1.217 4.928 -2.612 0.0 0.0 0.0 0.460
H -1.569 7.604 -3.649 0.1 -0.2 0.1 0.218
H -2.605 3.014 -2.710 -0.1 0.0 0.0 0.421
H -1.831 1.369 -1.063 -0.1 -0.1 0.0 0.309
H 1.649 -2.037 3.369 -0.1 -0.1 0.0 0.395
H 0.143 -2.894 3.785 0.0 0.0 0.0 0.386
H 2.372 -3.961 2.307 -0.2 0.0 0.1 0.409
H 0.922 -5.969 2.055 0.0 -0.1 0.0 0.370
H -0.474 -5.048 2.628 -0.1 0.0 0.0 0.319
H 0.902 -5.324 3.701 0.0 0.0 0.1 0.426